# 1
Below is a cluster of 2 separate species, C2H9NO in total in a non-equilibrium geometry, with properties calculated with ωB97M-V/def2-TZVPD.

Results
Max |F|: 4.340 eV/Å
Spin multiplicity: 1
HOMO: -9.4 eV

Last column: Mulliken charge in e.
Positions of all 13 atoms, in Å:
C 1.847561 -0.705835 -0.051594  -0.300
C -1.978935 -0.729776 0.069038  -0.619
H 1.087723 0.992923 0.284411  0.322
H 2.948959 -1.137959 -0.411812  0.218
H 1.347429 -0.968477 1.084784  0.124
H 0.970079 -1.047380 -0.839250  0.110
H -1.788624 1.286396 -0.925835  0.200
H -1.921246 1.428935 0.737742  0.207
H -1.350694 -1.032229 0.887432  0.208
H -2.982081 -0.868522 0.396347  0.296
H -1.747822 -1.194735 -0.980718  0.251
N -1.606772 0.760255 -0.110158  -0.516
O 1.933991 0.729116 0.054168  -0.500

Forces on the atoms, in the same order (eV/Å):
-1.45 -0.63 0.71
1.28 2.53 -2.54
-2.74 1.04 0.58
-3.19 0.99 1.46
2.01 -0.47 -3.11
2.39 0.79 1.71
-0.65 -0.23 -1.16
0.82 -2.42 -2.54
0.52 -0.71 -0.12
-1.03 -0.20 -0.23
-0.46 0.40 2.37
-0.34 0.63 4.28
2.84 -1.71 -1.42

---

# 2
Below is a cluster of 2 separate species, C2H9NO in total in a non-equilibrium geometry, with properties calculated with ωB97M-V/def2-TZVPD.

Results
Max |F|: 5.064 eV/Å
Spin multiplicity: 1
HOMO: -9.5 eV

Last column: Mulliken charge in e.
Positions of all 13 atoms, in Å:
C 1.595467 0.886246 -1.308865  -0.557
C -0.936953 -1.800623 0.740407  -0.718
H 0.055703 0.673235 -0.254080  0.380
H 2.203791 1.662994 -1.919043  0.213
H 2.234702 0.514446 -0.543425  0.261
H 1.146649 -0.000311 -1.806365  0.215
H -2.161136 -0.041707 0.610365  0.229
H -1.337789 -0.439791 2.105550  0.216
H 0.251612 -1.897204 0.823999  0.225
H -1.446631 -2.546522 1.401493  0.286
H -0.990346 -1.962669 -0.347191  0.312
N -1.290690 -0.446479 1.048857  -0.530
O 0.640900 1.581142 -0.500319  -0.532

Forces on the atoms, in the same order (eV/Å):
0.87 1.45 0.09
2.66 -0.81 -0.74
1.51 4.19 0.11
-1.27 -1.64 0.49
1.43 -0.81 0.07
0.43 0.90 -0.51
1.22 -1.12 0.95
-0.26 0.87 -1.84
-2.38 -0.01 0.50
0.48 0.22 -1.01
-0.80 -0.40 0.41
-0.84 1.20 1.48
-3.05 -4.04 0.00

---

# 3
Below is a cluster of 2 separate species, C2H9NO in total in a non-equilibrium geometry, with properties calculated with ωB97M-V/def2-TZVPD.

Results
Max |F|: 1.292 eV/Å
Spin multiplicity: 1
HOMO: -9.8 eV

Last column: Mulliken charge in e.
Positions of all 13 atoms, in Å:
C -0.902965 -1.926035 0.501279  -0.621
N 2.333325 1.537635 -0.652101  -0.638
H -1.985502 -1.839543 0.611274  0.303
H -0.499369 -2.599865 1.254412  0.215
H -0.673112 -2.352918 -0.472743  0.245
H 2.307910 2.548401 -0.739609  0.231
H 2.696197 1.356745 -1.588806  0.234
H 1.368041 1.245418 -0.812731  0.198
C -0.982299 0.447562 0.339999  -0.763
O -0.239810 -0.697372 0.675114  -0.313
H -1.079521 0.525294 -0.742219  0.287
H -0.406023 1.266011 0.756773  0.243
H -1.936871 0.488663 0.869361  0.380

Forces on the atoms, in the same order (eV/Å):
0.29 -0.03 0.03
-0.22 0.15 -1.26
-0.06 0.02 0.09
-0.15 -0.11 0.06
-0.10 -0.05 -0.30
-0.23 0.36 0.61
0.54 -0.55 0.11
-0.04 0.04 0.54
0.48 -0.16 0.52
-0.02 -0.05 0.33
-0.33 0.25 -0.13
0.13 0.36 -0.31
-0.30 -0.23 -0.29